(w)
Here is 2 unconnected molecules or ions with the total composition C25H30N3 from the OMol25 dataset. Energies are from the ωB97M-V functional and the def2-TZVPD basis.

Calculated values
* net charge: +1

Last column: Mulliken charge in e.
Geometry (Å):
C  -5.273  1.545  -4.091  -0.944
N  -4.956  0.263  -3.502  0.163
C  -5.220  -0.813  -4.434  -0.934
C  -4.000  0.171  -2.468  -0.016
C  -4.369  0.352  -1.114  -0.625
C  -3.427  0.230  -0.097  -0.378
C  -2.071  -0.063  -0.404  0.554
C  -1.146  -0.512  0.603  0.888
C  0.206  -0.661  0.213  -0.696
C  1.221  -0.792  1.123  0.094
C  2.535  -1.181  0.713  0.585
C  3.425  -1.650  1.714  -0.771
C  4.716  -2.018  1.412  -0.372
C  5.190  -1.895  0.083  -0.107
N  6.545  -2.116  -0.187  0.208
C  7.049  -3.337  -0.780  -0.954
C  7.452  -1.007  -0.367  -0.991
C  4.294  -1.539  -0.957  -0.352
C  2.990  -1.199  -0.643  -0.881
C  -1.688  -0.021  -1.784  -0.872
C  -2.643  -0.019  -2.796  -0.475
H  -5.128  2.363  -3.369  0.307
H  -4.655  1.742  -4.990  0.321
H  -6.323  1.522  -4.428  0.314
H  -5.126  -1.787  -3.929  0.293
H  -6.256  -0.669  -4.795  0.313
H  -4.547  -0.782  -5.319  0.331
H  -5.432  0.517  -0.885  0.424
H  -3.706  0.418  0.933  0.376
H  -1.510  -1.055  1.555  0.207
H  0.461  -0.765  -0.851  0.099
H  1.024  -0.586  2.193  0.355
H  3.040  -1.703  2.733  0.349
H  5.402  -2.393  2.176  0.439
H  6.356  -4.161  -0.581  0.297
H  7.190  -3.219  -1.867  0.319
H  8.032  -3.549  -0.334  0.318
H  7.061  -0.114  0.131  0.298
H  8.419  -1.287  0.068  0.332
H  7.605  -0.797  -1.437  0.337
H  4.655  -1.527  -1.985  0.419
H  2.347  -0.904  -1.477  0.357
H  -0.635  0.004  -2.084  0.452
H  -2.350  -0.139  -3.851  0.383
C  -2.229  3.880  4.979  -1.521
C  -1.994  2.845  3.931  1.053
C  -1.496  3.211  2.685  -0.782
C  -1.273  2.230  1.718  -0.174
N  -1.551  0.930  1.958  -0.025
C  -2.027  0.572  3.173  -0.238
C  -2.263  1.502  4.173  -0.809
H  -2.622  3.436  5.885  0.367
H  -1.330  4.417  5.267  0.352
H  -2.940  4.644  4.679  0.359
H  -1.283  4.255  2.470  0.441
H  -0.863  2.498  0.729  0.420
H  -2.228  -0.481  3.371  0.442
H  -2.654  1.194  5.140  0.353


(x)
Here is 2 unconnected molecules or ions with the total composition C25H30N3 from the OMol25 dataset. Energies are from the ωB97M-V functional and the def2-TZVPD basis.

Calculated values
* net charge: +1

Last column: Mulliken charge in e.
Geometry (Å):
C  6.070  -3.253  -0.795  -1.398
C  4.806  -2.448  -0.667  1.132
C  4.866  -1.054  -0.765  -0.904
C  3.720  -0.279  -0.640  -0.359
C  2.445  -0.889  -0.488  0.347
C  1.210  -0.127  -0.614  -0.420
C  -0.022  -0.818  -0.785  -0.512
C  -1.337  -0.365  -0.742  0.011
C  -2.476  -1.253  -0.702  0.632
C  -3.800  -0.731  -0.742  -0.405
C  -4.904  -1.564  -0.806  -0.773
C  -4.765  -2.958  -0.838  1.009
C  -5.965  -3.837  -0.997  -1.383
C  -3.474  -3.497  -0.736  -0.963
C  -2.360  -2.674  -0.669  -0.450
C  2.419  -2.295  -0.283  -0.295
C  3.566  -3.061  -0.469  -1.081
H  5.853  -4.323  -0.831  0.362
H  6.614  -2.988  -1.705  0.367
H  6.731  -3.042  0.052  0.323
H  5.836  -0.597  -0.953  0.408
H  3.804  0.809  -0.664  0.450
H  1.354  0.897  -1.009  0.359
H  0.056  -1.889  -0.975  0.679
H  -1.565  0.708  -0.801  0.321
H  -3.921  0.351  -0.743  0.421
H  -5.906  -1.135  -0.842  0.420
H  -5.674  -4.893  -1.020  0.348
H  -6.657  -3.707  -0.156  0.338
H  -6.527  -3.601  -1.912  0.334
H  -3.354  -4.580  -0.723  0.310
H  -1.373  -3.130  -0.608  0.364
H  1.493  -2.786  0.017  0.607
H  3.500  -4.146  -0.455  0.315
C  -3.330  3.715  -0.935  -0.633
C  -1.988  3.406  -1.138  -0.212
N  -1.311  3.895  -0.041  0.262
C  0.151  3.782  0.212  -1.114
C  0.499  2.787  1.341  0.322
C  1.752  3.224  2.102  -0.802
C  2.304  1.938  2.757  -0.664
C  1.427  0.790  2.219  -0.585
N  0.730  1.354  1.025  -0.090
C  -2.242  4.522  0.778  -0.097
N  -3.463  4.401  0.255  -0.659
H  -4.156  3.471  -1.590  0.433
H  -1.488  2.910  -1.963  0.586
H  0.622  3.518  -0.746  0.248
H  0.500  4.787  0.524  0.398
H  -0.353  2.828  2.055  0.217
H  2.463  3.703  1.414  0.365
H  1.471  3.971  2.850  0.360
H  3.352  1.773  2.490  0.276
H  2.236  2.007  3.860  0.303
H  1.989  -0.119  1.973  0.375
H  0.687  0.570  3.017  0.365
H  -0.184  0.896  0.917  0.069
H  -1.931  5.027  1.689  0.367


Of them, the most stable is (x) and the least stable is (w).


(w)
Here is C2H4N2P2 in the gas phase from the OMol25 dataset. Energies are from the ωB97M-V functional and the def2-TZVPD basis.

Calculated values
* net charge: 0

Last column: Mulliken charge in e.
Geometry (Å):
C  -0.151  -1.112  0.110  0.382
C  -0.954  -0.104  0.151  -0.293
N  1.209  -1.205  -0.046  -0.589
N  2.061  -0.195  -0.125  0.122
P  1.922  1.360  0.253  -0.070
P  -2.320  0.802  0.059  -0.250
H  -0.485  -2.049  0.337  0.377
H  2.893  -0.711  -0.252  0.295
H  -2.159  1.184  -1.159  -0.002
H  -2.016  2.029  0.672  0.028


(x)
Here is C2H4N2P2 in the gas phase from the OMol25 dataset. Energies are from the ωB97M-V functional and the def2-TZVPD basis.

Calculated values
* SMILES: C#P=C/N=N/P
* net charge: 0

Last column: Mulliken charge in e.
Geometry (Å):
C  1.537  -1.126  -0.120  -0.284
P  2.811  -0.219  -0.396  -0.152
C  1.886  1.390  -0.136  -0.317
N  0.652  1.366  0.069  -0.314
N  -0.077  0.355  0.194  -0.017
P  -1.484  0.121  -0.690  -0.025
H  1.385  -2.042  0.181  0.482
H  2.382  2.257  -0.014  0.499
H  -2.054  1.212  0.073  0.072
H  -1.989  -0.782  0.144  0.056


Of them, the most stable is (x) and the least stable is (w).


(w)
Here is C5H10N2O2 in the gas phase from the OMol25 dataset. Energies are from the ωB97M-V functional and the def2-TZVPD basis.

Calculated values
* SMILES: C=C(N)NC(=C)C(O)O
* net charge: 0

Last column: Mulliken charge in e.
Geometry (Å):
C  -0.686  -1.780  2.079  -1.225
C  -0.866  -1.346  0.825  0.783
N  -1.738  -1.928  -0.074  -0.450
N  -0.254  -0.147  0.435  -0.084
C  -0.063  0.441  -0.754  0.695
C  -0.217  0.108  -2.029  -1.076
C  0.888  1.866  -0.376  -0.199
O  2.193  1.538  -0.781  -0.523
O  0.906  2.456  0.912  -0.550
H  -1.176  -2.668  2.435  0.258
H  -0.021  -1.272  2.754  0.275
H  -1.981  -2.886  0.120  0.241
H  -1.600  -1.715  -1.045  0.198
H  0.320  0.412  1.106  0.029
H  -0.258  -0.913  -2.371  0.312
H  -0.173  0.866  -2.792  0.254
H  0.472  2.658  -1.015  0.401
H  2.713  2.347  -0.880  0.327
H  1.541  1.963  1.450  0.333


(x)
Here is C5H10N2O2 in the gas phase from the OMol25 dataset. Energies are from the ωB97M-V functional and the def2-TZVPD basis.

Calculated values
* net charge: 0

Last column: Mulliken charge in e.
Geometry (Å):
C  -1.797  0.885  -0.092  -0.031
C  -1.867  0.663  -1.375  -0.775
C  0.812  -0.482  -0.224  0.598
C  1.587  1.778  0.332  -0.985
C  -0.314  -2.106  1.110  -0.726
N  -0.636  1.106  0.588  -1.180
N  0.584  0.698  0.203  0.808
O  1.902  -0.853  -0.906  -0.502
O  -0.183  -1.433  -0.121  -0.246
H  -2.706  1.081  0.448  0.390
H  -0.914  0.626  -1.959  0.152
H  -2.711  0.453  -2.010  0.273
H  1.353  2.290  1.259  0.329
H  2.519  1.321  0.377  0.418
H  1.516  2.574  -0.539  0.254
H  -0.989  -1.613  1.660  0.337
H  0.615  -2.028  1.692  0.325
H  -0.466  -3.253  0.827  0.204
H  1.694  -1.709  -1.271  0.357


(y)
Here is C5H10N2O2 in the gas phase from the OMol25 dataset. Energies are from the ωB97M-V functional and the def2-TZVPD basis.

Calculated values
* SMILES: [H]/N=C(\N)C[C@H](O)C(C)=O
* net charge: 0

Last column: Mulliken charge in e.
Geometry (Å):
H  2.600  0.039  1.542  0.186
N  1.772  0.431  1.098  -0.616
C  1.539  -0.008  -0.067  0.549
N  2.261  -0.934  -0.755  -0.435
C  0.366  0.639  -0.856  -1.067
C  -0.782  -0.448  -0.690  -0.029
O  -1.476  -0.645  -1.872  -0.647
C  -1.657  0.405  0.254  0.878
C  -1.302  0.403  1.699  -1.229
O  -2.714  0.808  -0.227  -0.662
H  3.028  -1.407  -0.307  0.211
H  1.898  -1.329  -1.606  0.199
H  0.250  1.657  -0.491  0.402
H  0.629  0.670  -1.913  0.400
H  -0.501  -1.399  -0.228  0.449
H  -2.318  -0.058  -1.755  0.426
H  -2.082  0.884  2.283  0.362
H  -1.172  -0.611  2.073  0.291
H  -0.337  0.904  1.818  0.330


(z)
Here is C5H10N2O2 in the gas phase from the OMol25 dataset. Energies are from the ωB97M-V functional and the def2-TZVPD basis.

Calculated values
* SMILES: C/C(N)=C/C(O)=C(\N)O
* net charge: 0

Last column: Mulliken charge in e.
Geometry (Å):
C  0.724  -2.493  -0.864  -1.349
C  0.337  -1.166  -0.269  0.801
N  0.529  -0.960  1.045  -0.473
C  -0.111  -0.129  -1.085  -1.321
C  -0.207  1.200  -0.616  0.422
O  0.035  2.237  -1.471  -0.482
C  -0.328  1.497  0.761  0.429
N  -1.510  1.059  1.444  -0.606
O  0.112  2.744  1.197  -0.506
H  1.796  -2.666  -0.737  0.357
H  0.196  -3.306  -0.362  0.331
H  0.495  -2.538  -1.928  0.333
H  1.199  -1.598  1.463  0.219
H  0.498  0.272  1.180  0.325
H  -0.185  -0.308  -2.149  0.290
H  0.418  1.895  -2.288  0.339
H  -1.291  0.613  2.330  0.207
H  -2.037  0.393  0.896  0.287
H  -0.667  3.254  1.455  0.398


Of them, the most stable is (y) and the least stable is (x).


(w)
Here is 2 unconnected molecules or ions with the total composition C4H12N3O from the OMol25 dataset. Energies are from the ωB97M-V functional and the def2-TZVPD basis.

Calculated values
* net charge: +1

Last column: Mulliken charge in e.
Geometry (Å):
O  -1.656  0.137  -1.112  -0.556
C  -2.383  -0.304  -0.253  0.101
C  -1.966  -1.433  0.667  -0.584
N  -1.000  -0.899  1.640  -0.513
H  -3.384  0.129  -0.096  0.396
H  -2.854  -1.876  1.119  0.366
H  -1.470  -2.202  0.076  0.295
H  -1.481  -0.408  2.386  0.235
H  -0.525  -1.675  2.087  0.239
C  1.391  1.190  1.032  -0.833
N  1.705  0.215  -2.485  -0.288
C  1.937  0.739  -1.296  0.262
N  1.082  0.746  -0.327  0.034
H  0.479  1.560  1.480  0.265
H  2.135  1.979  0.999  0.371
H  1.761  0.361  1.628  0.307
H  0.788  -0.137  -2.720  0.217
H  2.396  0.301  -3.210  0.244
H  2.905  1.202  -1.138  0.348
H  0.142  0.372  -0.476  0.093


(x)
Here is 2 unconnected molecules or ions with the total composition C4H12N3O from the OMol25 dataset. Energies are from the ωB97M-V functional and the def2-TZVPD basis.

Calculated values
* net charge: +1

Last column: Mulliken charge in e.
Geometry (Å):
C  -1.305  -0.979  2.713  -1.211
C  -0.410  -0.836  1.504  0.714
C  0.744  -1.496  1.272  -0.940
N  -0.968  0.070  0.524  -0.127
H  -0.926  -1.744  3.412  0.357
H  -1.316  -0.029  3.298  0.324
H  -2.368  -1.133  2.362  0.327
H  1.116  -1.465  0.258  0.230
H  1.076  -2.294  1.927  0.338
H  -1.241  0.957  0.934  0.454
H  -1.761  -0.324  0.029  0.426
H  -0.178  0.345  -0.204  0.196
N  0.263  0.982  -3.259  -0.422
C  0.822  1.630  -2.129  0.481
N  1.251  0.751  -1.118  -0.672
O  0.849  2.831  -2.048  -0.524
H  0.260  1.536  -4.112  0.265
H  0.538  0.018  -3.402  0.223
H  1.670  -0.119  -1.457  0.310
H  1.882  1.301  -0.504  0.251


Of them, the most stable is (w) and the least stable is (x).


(w)
Here is a molecular structure, C8H10F6NO6S2 from the OMol25 dataset. Energies are from the ωB97M-V functional and the def2-TZVPD basis.

Calculated values
* net charge: -1

Last column: Mulliken charge in e.
Geometry (Å):
C  -1.486  3.314  3.520  -1.134
C  -0.579  3.353  2.297  -0.921
C  -0.890  2.301  1.235  0.506
C  -2.372  2.189  0.849  -0.854
O  -2.840  1.027  1.513  -0.389
C  -1.809  0.111  1.334  0.490
O  -2.006  -1.014  0.941  -0.551
C  -0.508  0.853  1.604  -0.243
H  -2.504  3.592  3.282  0.296
H  -1.470  2.346  4.006  0.292
H  -1.132  4.045  4.242  0.403
H  -0.689  4.325  1.824  0.371
H  0.454  3.230  2.607  0.367
H  -0.265  2.576  0.390  0.399
H  -2.944  3.062  1.125  0.467
H  -2.412  2.055  -0.229  0.303
H  0.234  0.432  0.946  -0.228
H  -0.230  0.826  2.649  0.425
C  0.568  -4.535  -3.576  0.666
F  0.200  -5.034  -4.755  -0.227
F  -0.496  -4.541  -2.776  -0.233
F  1.484  -5.353  -3.054  -0.244
S  1.233  -2.835  -3.811  0.977
O  0.131  -2.081  -4.335  -0.648
O  2.373  -3.004  -4.666  -0.647
N  1.567  -2.573  -2.283  -0.269
S  2.215  -1.195  -1.861  0.989
O  1.351  -0.050  -1.951  -0.631
O  3.583  -1.009  -2.251  -0.662
C  2.292  -1.550  -0.059  0.631
F  3.054  -2.606  0.217  -0.247
F  1.079  -1.762  0.452  -0.216
F  2.813  -0.495  0.574  -0.237


(x)
Here is a molecular structure, C8H10F6NO6S2 from the OMol25 dataset. Energies are from the ωB97M-V functional and the def2-TZVPD basis.

Calculated values
* net charge: -1

Last column: Mulliken charge in e.
Geometry (Å):
C  -3.618  0.176  3.192  -1.074
C  -3.161  1.028  2.011  -0.935
C  -2.356  0.267  0.953  0.583
C  -3.010  -1.038  0.483  -0.805
O  -2.354  -2.104  1.190  -0.386
C  -1.033  -1.726  1.300  0.578
O  -0.140  -2.509  1.228  -0.568
C  -0.998  -0.226  1.489  -0.078
H  -4.336  -0.586  2.883  0.266
H  -2.781  -0.334  3.671  0.273
H  -4.102  0.793  3.950  0.399
H  -4.034  1.477  1.527  0.390
H  -2.545  1.853  2.379  0.350
H  -2.202  0.930  0.103  0.441
H  -4.079  -1.112  0.682  0.401
H  -2.850  -1.194  -0.587  0.294
H  -0.145  0.198  0.972  -0.519
H  -0.917  -0.042  2.562  0.387
C  4.134  -1.301  -3.616  0.661
F  4.340  -1.681  -4.888  -0.230
F  3.647  -2.346  -2.948  -0.231
F  5.316  -0.977  -3.088  -0.239
S  2.964  0.128  -3.616  0.976
O  1.746  -0.394  -4.170  -0.646
O  3.646  1.161  -4.343  -0.647
N  2.941  0.330  -2.052  -0.271
S  2.104  1.449  -1.335  0.969
O  0.678  1.249  -1.357  -0.603
O  2.592  2.787  -1.518  -0.662
C  2.572  1.004  0.392  0.618
F  3.877  1.112  0.632  -0.248
F  2.175  -0.229  0.704  -0.209
F  1.927  1.857  1.215  -0.236


Of them, the most stable is (x) and the least stable is (w).